(1)
The following is a DFT calculation (ωB97M-V/def2-TZVPD) of the molecule CH4O in a non-equilibrium geometry.

Each atom is followed by the atoms it is bonded to, with distances in Å.
CARTESIAN COORDINATES (ANGSTROEM)
1 C -0.2527 0.1276 -0.0118  H2 1.042, H3 1.304, H4 0.936, O6 1.344
2 H -0.6130 1.1042 0.0431  C1 1.042
3 H -0.8595 -0.5737 0.9045  C1 1.304
4 H -0.7641 -0.2169 -0.7164  C1 0.936
5 H 1.4067 -0.6611 -0.3291  O6 1.036
6 O 1.0825 0.2200 0.1097  C1 1.344, H5 1.036

Computed properties:
**Structure (SMILES)**: CO
**Net charge**: 0
**Energy above the lowest of the compared OMol25 structures with the same formula, charge and spin**: 1.609 eV
**Strongest force on any atom**: 9.08 eV/A

Computed Mulliken charges, given in elementary charges: number 1, C, carries -0.694; number 2, H, carries 0.284; number 3, H, carries 0.171; number 4, H, carries 0.385; number 5, H, carries 0.317; number 6, O, carries -0.464

(2)
The following is a DFT calculation (ωB97M-V/def2-TZVPD) of the molecule C5H5NO.

Each atom is followed by the atoms it is bonded to, with distances in Å.
CARTESIAN COORDINATES (ANGSTROEM)
1 O -0.2492 -2.4447 -0.5682  C2 1.222
2 C -0.1218 -1.2975 -0.1678  O1 1.222, C3 1.488, C5 1.445
3 C -1.3228 -0.5500 0.2937  C2 1.488, C4 1.206
4 C -2.3424 -0.0428 0.6918  C3 1.206, H8 1.070
5 C 1.1654 -0.6618 -0.0031  C2 1.445, N7 1.387, H9 1.088
6 C 0.6344 1.2142 -0.6698  N7 1.336, H10 1.089, H11 1.081
7 N 1.2698 0.6700 0.3718  C5 1.387, C6 1.336, H12 1.013
8 H -3.2509 0.4032 1.0386  C4 1.070
9 H 2.0517 -1.2855 -0.0945  C5 1.088
10 H -0.2176 1.8823 -0.5558  C6 1.089
11 H 1.0704 1.0673 -1.6480  C6 1.081
12 H 1.3130 1.0453 1.3114  N7 1.013

Computed properties:
**Net charge**: 0
**Energy above the lowest of the compared OMol25 structures with the same formula, charge and spin**: 4.906 eV
**Strongest force on any atom**: 0.53 eV/A

Mulliken population analysis, charges in e, atoms 1 to 8: number 1, O, carries -0.581; number 2, C, carries 0.199; number 3, C, carries -0.288; number 4, C, carries 0.194; number 5, C, carries -0.552; number 6, C, carries -0.452; number 7, N, carries -0.141; number 8, H, carries 0.392

(3)
The following is a DFT calculation (ωB97M-V/def2-TZVPD) of the molecule C22H24N2O4S in a non-equilibrium geometry.

Each atom is followed by the atoms it is bonded to, with distances in Å.
CARTESIAN COORDINATES (ANGSTROEM)
1 C 3.6144 -0.0050 -2.6456  C2 1.319, H52 1.076, H53 1.077
2 C 4.5649 -0.8248 -2.2414  C1 1.319, C3 1.500, H51 1.082
3 C 4.5519 -1.5936 -0.9534  C2 1.500, H4 1.098, H5 1.096, O6 1.419
4 H 4.6706 -2.6645 -1.1652  C3 1.098
5 H 5.3762 -1.2625 -0.3120  C3 1.096
6 O 3.3618 -1.3977 -0.2053  C3 1.419, C7 1.346
7 C 2.4085 -2.3427 -0.3063  O6 1.346, O8 1.213, C9 1.467
8 O 2.5612 -3.3560 -0.9548  C7 1.213
9 C 1.2099 -1.9726 0.4544  C7 1.467, C10 1.355, C16 1.514
10 C 0.1231 -2.7744 0.5647  C9 1.355, N11 1.380, C47 1.491
11 N -0.9549 -2.3489 1.3131  C10 1.380, C12 1.370, H46 1.010
12 C -0.8286 -1.3640 2.2571  N11 1.370, C13 1.350, S32 1.769
13 C 0.2557 -0.5593 2.2543  C12 1.350, C14 1.396, C16 1.519
14 C 0.5670 0.3153 3.2967  C13 1.396, N15 1.151
15 N 0.8594 1.0177 4.1599  C14 1.151
16 C 1.1807 -0.5804 1.0497  C9 1.514, C13 1.519, C17 1.520, H31 1.095
17 C 0.7038 0.4694 0.0594  C16 1.520, C18 1.387, C22 1.391
18 C 0.2038 0.1409 -1.1916  C17 1.387, C19 1.385, H30 1.081
19 C -0.2312 1.1307 -2.0579  C18 1.385, C20 1.387, H29 1.081
20 C -0.1933 2.4680 -1.6916  C19 1.387, C21 1.392, C25 1.498
21 C 0.3029 2.7930 -0.4328  C20 1.392, C22 1.380, H24 1.080
22 C 0.7487 1.8102 0.4277  C17 1.391, C21 1.380, H23 1.080
23 H 1.1313 2.0850 1.4000  C22 1.080
24 H 0.3381 3.8275 -0.1248  C21 1.080
25 C -0.6667 3.5449 -2.6193  C20 1.498, H26 1.087, H27 1.089, H28 1.090
26 H -1.1621 3.1211 -3.4895  C25 1.087
27 H -1.3599 4.2111 -2.1082  C25 1.089
28 H 0.1774 4.1436 -2.9610  C25 1.090
29 H -0.6079 0.8530 -3.0324  C19 1.081
30 H 0.1625 -0.8926 -1.5044  C18 1.081
31 H 2.1872 -0.3004 1.3780  C16 1.095
32 S -2.1444 -1.3339 3.4395  C12 1.769, C33 1.815
33 C -2.4708 0.4458 3.5877  S32 1.815, C34 1.516, H44 1.092, H45 1.090
34 C -2.5845 1.1540 2.2517  C33 1.516, O35 1.200, O36 1.329
35 O -2.4201 2.3361 2.1297  C34 1.200
36 O -2.8964 0.3196 1.2649  C34 1.329, C37 1.431
37 C -3.0800 0.8882 -0.0349  O36 1.431, C38 1.521, H42 1.091, H43 1.094
38 C -4.4944 1.4181 -0.2096  C37 1.521, H39 1.087, H40 1.087, H41 1.086
39 H -5.2209 0.6305 -0.0239  C38 1.087
40 H -4.6734 2.2364 0.4837  C38 1.087
41 H -4.6189 1.7846 -1.2242  C38 1.086
42 H -2.8693 0.0741 -0.7307  C37 1.091
43 H -2.3491 1.6902 -0.1729  C37 1.094
44 H -3.4298 0.5148 4.1054  C33 1.092
45 H -1.7062 0.9296 4.1962  C33 1.090
46 H -1.7623 -2.9515 1.3818  N11 1.010
47 C -0.0597 -4.1265 -0.0371  C10 1.491, H48 1.090, H49 1.090, H50 1.084
48 H -0.9721 -4.1444 -0.6326  C47 1.090
49 H -0.1532 -4.8734 0.7512  C47 1.090
50 H 0.7863 -4.3790 -0.6664  C47 1.084
51 H 5.4494 -1.0020 -2.8382  C2 1.082
52 H 3.6802 0.5157 -3.5849  C1 1.076
53 H 2.7332 0.1807 -2.0543  C1 1.077

Computed properties:
**Structure (SMILES)**: C=CCOC(=O)C1=C(C)NC(SCC(=O)OCC)=C(C#N)[C@@H]1c1ccc(C)cc1
**Net charge**: 0
**Energy above the lowest of the compared OMol25 structures with the same formula, charge and spin**: 1.910 eV
**Strongest force on any atom**: 1.22 eV/A

Mulliken population analysis, charges in e, atoms 1 to 8: number 1, C, carries -0.630; number 2, C, carries -0.089; number 3, C, carries -0.530; number 4, H, carries 0.350; number 5, H, carries 0.363; number 6, O, carries -0.198; number 7, C, carries 0.558; number 8, O, carries -0.745